1.
Computed, not measured: a 2-piece molecular cluster, C8H8N4O4 overall, with ωB97M-V/def2-TZVPD.

Geometry as XYZ:
```
24
C8H8N4O4 | OMol25 | ωB97M-V/def2-TZVPD
C 1.0218 2.2900 -0.6560
C 0.3191 1.1104 -0.9090
C 0.8660 -0.0339 -0.4905
C 2.9202 0.7485 0.3837
C -1.0699 -2.3077 0.7619
C -1.0948 -1.1790 1.5416
C -1.6766 0.0065 1.3681
C -2.1084 -0.7137 -0.9154
H 2.9557 2.7072 -0.3218
H -0.5308 1.3119 -1.6713
H 0.4052 -1.0751 -0.8620
H 2.4270 -1.2070 0.2697
H -1.8611 -2.5839 -1.3872
H -0.6256 -1.2212 2.5667
H -1.6773 0.8833 2.1364
H -2.3563 1.2206 -0.2616
N 2.2271 1.9656 0.0044
N 2.0219 -0.2314 0.0961
N -1.8400 -2.0824 -0.4580
N -2.2998 0.2650 0.1267
O 0.9824 3.5129 -1.0767
O 4.0672 0.5346 0.7545
O -0.6131 -3.4485 1.0251
O -2.4599 -0.4728 -2.0255
```

gap between HOMO and LUMO: 9.4 eV
largest force on an atom: 6.217 eV/A
E: -22575.08174 eV
relative energy (zero: lowest compared OMol25 entry of this formula, charge and spin): 371.3 kJ/mol

Here are the Löwdin charges for atoms 1 to 5, given in e: -0.4292 -0.0419 -0.1213 -0.4625 -0.4681


2.
Computed, not measured: C8H8N4O4PdS as an isolated structure, with ωB97M-V/def2-TZVPD.

Geometry as XYZ:
```
26
C8H8N4O4PdS | OMol25 | ωB97M-V/def2-TZVPD
Pd 0.0938 0.5716 0.0224
O -0.9458 -3.5449 0.7640
C -0.6045 -2.4192 0.4428
O -0.7583 -1.3165 1.0661
C 0.1152 -2.2283 -0.8843
C 0.4146 -3.2472 -1.7716
C 1.0751 -2.9373 -2.9508
C 1.4239 -1.6210 -3.2226
C 1.0951 -0.6558 -2.2944
N 0.4594 -0.9746 -1.1661
C 1.3965 0.8107 -2.4278
O 1.9660 1.2699 -3.3854
O 0.9765 1.5228 -1.4034
H 0.1199 -4.2533 -1.5092
H 1.3188 -3.7193 -3.6580
H 1.9388 -1.3175 -4.1232
N -1.1421 0.6578 2.4068
N -1.2537 1.9165 2.9609
C -0.7404 2.9576 2.2945
N -0.9018 4.1657 2.8637
S 0.0589 2.8256 0.8109
H -2.0275 0.2431 2.1491
H -0.6153 0.0081 2.9741
H -1.7954 2.0665 3.8005
H -1.2009 4.2627 3.8189
H -0.4667 4.9562 2.4222
```

gap between HOMO and LUMO: 8.8 eV
largest force on an atom: 0.783 eV/A
E: -36891.70989 eV
relative energy (zero: lowest compared OMol25 entry of this formula, charge and spin): 41.4 kJ/mol

Here are the Löwdin charges for atoms 1 to 5, given in e: 0.8463 0.0540 -0.6149 -0.1453 -0.1466


3.
Computed, not measured: one molecule with the formula C8H8N4S, with ωB97M-V/def2-TZVPD.

Geometry as XYZ:
```
21
C8H8N4S | OMol25 | ωB97M-V/def2-TZVPD
C -1.1903 1.9573 0.3190
C -0.4506 0.0351 -0.6537
C 0.6243 -2.2905 -1.7065
C 1.0429 -3.1208 -0.5195
C 0.3977 -3.2629 0.6356
C 1.1082 1.3284 0.3261
C 0.1496 2.2390 0.6975
C 0.4573 3.4382 1.4226
H -2.0665 3.6299 1.1289
H -3.1641 2.5307 0.3105
H 1.3913 -1.5836 -1.9309
H 0.4845 -2.9385 -2.5822
H 1.9854 -3.6017 -0.6791
H -0.5586 -2.7852 0.8377
H 0.7936 -3.9110 1.4302
H 2.1562 1.4807 0.5806
N -2.2045 2.7743 0.6326
N -1.4825 0.8391 -0.3559
N 0.8343 0.2209 -0.3603
N 0.6356 4.4154 2.0233
S -0.9437 -1.3949 -1.5565
```

gap between HOMO and LUMO: 9.2 eV
largest force on an atom: 1.709 eV/A
E: -25221.11870 eV
relative energy (zero: lowest compared OMol25 entry of this formula, charge and spin): 0.0 kJ/mol

Here are the Löwdin charges for atoms 1 to 5, given in e: -0.3462 -0.6512 -0.4838 -0.2362 -0.0159